# 1
Below is a 9-piece molecular cluster, C23H62N2O25S7 overall at a distorted geometry, with properties calculated with wB97M-V/def2-TZVPD.

XYZ file:
```
119
Properties=species:S:1:pos:R:3:forces:R:3:mulliken_charge:R:1
C -1.640070 -1.423219 1.070171 0.0 -0.8 1.8 -0.861
C -0.617530 -0.953969 0.099681 -0.2 1.6 -0.9 -0.391
O 0.779040 -1.209369 0.444421 0.4 -1.5 -0.5 -0.163
S 1.375860 -2.721449 0.128621 -2.1 -0.6 -0.1 1.060
C 3.175530 -2.350539 0.028871 -0.8 0.3 0.2 -0.906
O 1.016580 -3.572869 1.285821 1.3 1.6 -2.1 -0.600
O 0.880140 -3.147179 -1.193589 1.1 0.7 2.0 -0.587
H -2.674470 -1.214499 0.797161 0.2 -0.2 -0.5 0.368
H -1.533300 -0.979159 2.059881 0.3 0.6 0.0 0.293
H -1.496070 -2.467179 1.348601 -0.3 -0.3 -0.7 0.188
H -0.892810 -1.168109 -0.933019 0.6 -1.1 0.0 0.282
H -0.647380 0.133041 0.024671 0.2 0.2 0.5 0.319
H 3.489780 -1.965799 0.999101 0.0 -0.5 0.1 0.313
H 3.413820 -1.567709 -0.691189 -0.7 0.0 -0.2 0.327
H 3.677190 -3.255139 -0.314819 -0.2 -0.1 0.5 0.350
C 1.302390 -3.589839 6.344271 0.7 0.9 0.0 -0.946
C 1.730130 -2.096809 6.061181 -3.1 -1.9 -1.0 -0.358
O 2.782600 -1.886659 6.905151 3.1 1.0 0.5 -0.290
S 4.268510 -1.901839 6.202251 0.3 0.3 0.4 1.120
C 5.126670 -2.475609 7.721781 -0.6 0.0 -0.4 -0.871
O 4.321420 -2.952999 5.189501 -0.1 1.6 1.2 -0.567
O 4.590280 -0.511409 5.886851 -0.2 -2.1 0.2 -0.600
H 2.254090 -4.104429 6.476781 0.0 -0.4 -0.7 0.228
H 0.674840 -4.064649 5.590061 0.1 0.1 0.1 0.323
H 0.894130 -3.697609 7.349161 -0.6 0.4 -0.1 0.326
H 1.912580 -1.908899 5.003121 0.5 -0.3 0.0 0.317
H 0.928970 -1.395269 6.293761 0.0 0.0 0.4 0.334
H 5.390810 -1.626889 8.352651 -0.1 0.0 -0.2 0.319
H 5.981180 -3.127889 7.541651 0.0 0.4 -0.5 0.355
H 4.368510 -3.093509 8.202911 0.1 0.2 0.1 0.313
C -2.481130 6.596381 7.205611 0.4 2.0 0.4 -1.180
C -1.457190 5.550611 6.773891 -1.4 1.0 3.0 -0.144
O -1.670380 5.358291 5.437531 -0.3 -2.7 -2.9 -0.300
S -1.867850 3.781561 4.933331 -1.0 0.0 -2.4 1.154
C -3.406030 3.358331 5.822211 1.3 -0.7 -0.7 -0.994
O -2.303190 3.822871 3.509041 1.4 0.4 3.4 -0.580
O -0.731100 2.966301 5.312461 -1.1 1.0 -0.1 -0.583
H -2.453330 6.870201 8.260291 0.8 -0.1 0.2 0.392
H -3.549170 6.386251 7.148751 0.1 -0.7 -0.9 0.294
H -2.257200 7.508251 6.652041 -0.4 0.2 0.0 0.303
H -0.420210 5.835661 6.951441 -0.2 0.0 0.2 0.334
H -1.809520 4.802771 7.484311 0.9 -1.4 -0.6 0.220
H -3.235280 2.963511 6.823741 0.0 0.9 0.2 0.352
H -3.755850 2.473621 5.290231 -0.2 0.3 -0.4 0.436
H -4.006420 4.245951 5.622801 -0.3 -0.4 0.6 0.294
C -3.927730 -5.532249 1.778641 -0.8 0.2 0.1 -1.249
C -4.067650 -5.852689 0.253581 0.5 -0.5 1.7 -0.233
O -3.778780 -4.671689 -0.488889 0.2 0.6 -1.5 -0.215
S -4.009050 -4.623699 -2.139329 2.2 0.6 1.0 1.095
C -2.852730 -6.063229 -2.616449 -0.3 1.3 -0.3 -0.735
O -5.395130 -4.916529 -2.342619 0.4 -0.2 -0.4 -0.598
O -3.418860 -3.350279 -2.606819 -1.3 -2.9 1.1 -0.555
H -2.918360 -5.506109 2.189231 0.2 0.3 -0.6 0.289
H -4.426380 -6.239609 2.441281 -0.2 -0.6 -0.5 0.387
H -4.451830 -4.618909 2.060131 0.2 0.3 -0.4 0.331
H -3.309930 -6.619539 0.092621 0.1 0.0 -0.4 0.247
H -5.029700 -6.303679 0.010351 -0.2 0.4 -0.1 0.369
H -1.891700 -5.618329 -2.874509 -0.1 0.3 0.2 0.250
H -3.189050 -6.564309 -3.524139 -0.5 0.0 0.3 0.351
H -2.693430 -6.739849 -1.776859 -0.4 0.1 -0.2 0.265
C -5.317230 2.533291 -2.213279 0.8 1.6 -2.0 -1.296
C -6.538610 2.817241 -1.445709 -0.8 -1.7 0.5 -0.074
O -6.183850 2.256021 -0.185839 -2.1 -0.1 3.5 -0.238
S -7.346480 2.386401 1.084651 1.3 3.0 -1.2 1.069
C -7.099170 4.219411 1.378561 -0.3 -1.3 0.0 -0.966
O -8.709520 2.314581 0.574921 1.7 -0.8 0.5 -0.578
O -6.840920 1.662821 2.224091 -0.6 0.0 -1.4 -0.558
H -4.979810 1.517451 -2.418999 -0.6 0.0 0.3 0.305
H -4.479110 3.113291 -1.826959 0.1 -0.2 0.4 0.308
H -5.532650 3.084481 -3.128639 0.4 -0.5 -0.8 0.396
H -6.818350 3.870121 -1.481809 0.3 0.2 0.6 0.286
H -7.423340 2.264111 -1.760959 0.0 0.0 -0.5 0.316
H -7.642290 4.410921 2.304001 0.0 0.2 -0.2 0.361
H -7.550660 4.715331 0.519311 -0.1 0.0 0.2 0.343
H -6.052870 4.510371 1.471871 0.0 -0.4 0.0 0.326
C 0.519200 4.167331 -4.147569 0.4 -0.7 -0.8 -1.263
C 2.054710 4.433801 -4.233079 -2.1 0.0 -0.1 -0.114
O 2.249560 5.296141 -5.427779 0.7 -0.3 1.7 -0.280
S 3.804180 5.551711 -5.727559 -0.5 0.6 -0.5 1.148
C 4.257420 6.862411 -4.421499 -0.7 -1.7 -1.1 -0.808
O 4.503820 4.319291 -5.494179 0.3 0.6 0.5 -0.606
O 3.789610 6.074951 -7.062769 0.4 0.4 0.8 -0.607
H -0.151450 5.008931 -4.320899 0.5 0.4 0.0 0.329
H 0.176520 3.697821 -3.225489 0.5 0.1 0.2 0.376
H 0.293530 3.445961 -4.932939 -0.2 0.0 -0.1 0.299
H 2.345250 4.877521 -3.280809 0.5 0.5 -0.3 0.263
H 2.621870 3.518931 -4.404649 -0.2 0.1 0.1 0.338
H 5.335640 7.003291 -4.496939 -0.2 0.2 0.0 0.338
H 3.973990 6.391861 -3.480039 0.2 0.1 0.0 0.284
H 3.638600 7.745451 -4.580959 0.3 -0.1 -0.3 0.306
C 0.097700 -2.130869 -6.895949 0.7 -0.2 0.5 -1.246
C 0.245980 -3.586339 -6.365739 -1.0 0.4 -1.9 -0.037
O 1.434290 -4.073139 -7.039209 0.4 -2.1 0.3 -0.326
S 1.784630 -5.738659 -7.092219 -1.5 -0.2 -0.2 1.106
C 2.497190 -5.792889 -5.517149 0.1 0.7 1.7 -0.819
O 0.614420 -6.669719 -7.117459 2.5 2.9 -0.2 -0.600
O 2.837200 -5.805289 -8.071319 -1.1 -0.1 0.4 -0.578
H 0.331720 -2.074489 -7.959029 -0.5 -0.3 -0.1 0.331
H 0.866200 -1.491329 -6.461789 0.2 -0.1 0.3 0.313
H -0.835310 -1.617259 -6.663999 -0.2 -0.5 -0.1 0.363
H 0.186360 -3.652139 -5.279369 0.8 0.0 0.1 0.254
H -0.522560 -4.248769 -6.764019 -0.5 0.3 0.2 0.293
H 3.200140 -4.961449 -5.465489 0.5 -0.4 -0.3 0.337
H 2.906340 -6.745449 -5.180489 0.0 0.0 -0.5 0.376
H 1.756570 -5.468659 -4.786089 -0.4 -0.3 -0.1 0.237
C 8.532600 0.139651 -4.990109 0.1 -0.2 1.1 -0.607
N 8.161530 -0.757849 -3.827359 -0.6 -1.1 0.9 0.808
O 8.545080 -1.919799 -3.844369 0.1 0.8 -0.6 -0.506
O 7.519140 -0.307969 -2.885229 0.5 0.4 -1.1 -0.508
H 8.617440 -0.463129 -5.894299 -0.2 0.2 0.2 0.276
H 9.505600 0.503031 -4.659479 0.0 0.1 -0.4 0.267
H 7.820030 0.964321 -5.006119 0.1 -0.3 -0.2 0.270
C 2.862330 2.388021 2.516931 0.3 -0.2 1.2 -0.723
N 2.441380 3.035751 1.273441 0.2 2.8 -0.3 0.897
O 1.990940 4.215891 1.411561 0.9 -3.0 -1.0 -0.518
O 2.632570 2.437431 0.223131 -0.6 0.8 0.9 -0.507
H 2.372120 1.414631 2.534661 0.0 0.2 0.4 0.247
H 2.692920 3.068241 3.351621 -1.0 -0.3 -0.2 0.305
H 3.938570 2.264561 2.637551 0.1 -0.2 -1.1 0.303
```
Forces are in eV/Å.

Molecular weight ... 991.2 g/mol
Net charge ... 0
ΔE to the lowest compared entry with this formula, charge and spin ... 1.4967 eV
SMILES ... CCOS(C)(=O)=O.CCOS(C)(=O)=O.CCOS(C)(=O)=O.CCOS(C)(=O)=O.CCOS(C)(=O)=O.CCOS(C)(=O)=O.CCOS(C)(=O)=O.C[N+](=O)[O-].C[N+](=O)[O-]
Multiplicity ... 1
HOMO-LUMO gap ... 10.735 eV

# 2
Below is a single C4H2N4 molecule at a distorted geometry, with properties calculated with wB97M-V/def2-TZVPD.

XYZ file:
```
10
Properties=species:S:1:pos:R:3:forces:R:3:mulliken_charge:R:1
C 2.783412 -0.102726 -0.055930 1.1 -1.5 0.1 0.525
C -1.605721 0.641864 0.025992 4.5 -1.1 0.1 -0.271
C -1.521552 -0.799069 0.045473 4.7 0.1 0.1 -0.021
C 0.598051 0.621912 0.046636 -1.8 -4.2 -0.2 0.514
N 3.695035 -0.789453 0.021719 1.0 -0.6 0.0 -0.390
N -0.494774 1.296610 0.044529 -1.9 2.2 0.0 -0.402
N -0.352114 -1.316729 -0.008333 -0.5 2.0 0.3 -0.581
N 1.783392 0.678951 -0.119972 -0.3 2.8 -0.1 -0.329
H -2.491364 1.054108 -0.131340 -3.7 2.5 -0.3 0.484
H -2.394364 -1.285472 0.131228 -3.1 -2.2 0.1 0.471
```
Forces are in eV/Å.

Molecular weight ... 106.1 g/mol
Net charge ... 0
ΔE to the lowest compared entry with this formula, charge and spin ... 4.0535 eV
Multiplicity ... 1
HOMO-LUMO gap (alpha / beta) ... 7.044 / 7.043 eV

# 3
Below is C35H26Cl2IN2O4Ta as an isolated structure, with properties calculated with wB97M-V/def2-TZVPD.

XYZ file:
```
71
Properties=species:S:1:pos:R:3:forces:R:3:mulliken_charge:R:1
Ta 0.380016 0.094688 -0.079613 -0.7 0.4 -0.1 1.392
C 1.034877 4.548492 -0.290910 0.0 0.0 0.0 -1.342
C 0.517295 4.032492 1.016322 0.1 0.1 0.0 0.470
N 0.010294 4.900331 1.879493 0.0 0.0 0.0 -0.557
C -0.418703 4.495030 3.075112 0.0 0.0 0.0 -1.126
C -0.391069 3.181528 3.510002 0.0 0.0 0.0 0.596
C -0.946859 2.812646 4.866993 0.0 0.0 0.0 -0.821
O -0.085270 1.963886 5.615200 0.0 0.0 -0.1 -0.542
C 0.104336 2.233792 2.596942 0.0 -0.1 -0.1 0.241
C 0.151628 0.831216 2.940846 0.0 0.1 0.2 -0.647
N 0.242322 -0.180386 2.131562 0.0 -0.1 -0.1 0.240
C 0.171950 -1.469597 2.758731 0.0 -0.1 0.0 -0.091
C -0.627199 -1.705087 3.870727 -0.1 0.0 0.1 0.186
C -0.634924 -2.952321 4.474542 0.0 0.0 0.0 -1.134
C 0.140933 -3.989183 3.976357 0.0 0.0 0.0 -0.660
C 0.916531 -3.789211 2.842145 0.0 0.0 0.1 -0.657
C 0.907005 -2.537375 2.263196 0.0 0.1 -0.2 0.583
I 1.970475 -2.226375 0.479596 0.2 0.0 0.2 0.107
C 0.565877 2.678990 1.359548 0.1 -0.3 0.0 0.927
O 1.070351 1.766524 0.493750 0.0 0.3 -0.1 -0.849
H 0.363982 5.318066 -0.668952 0.0 0.0 0.0 0.376
H 2.012059 5.011827 -0.143031 0.0 0.0 0.0 0.386
H 1.150282 3.756148 -1.028470 0.0 0.0 0.0 0.253
H -0.806735 5.270132 3.727412 0.0 0.0 0.0 0.410
H -1.186064 3.723182 5.417281 0.0 0.0 0.0 0.491
H -1.882874 2.262463 4.742622 0.0 0.0 0.0 0.221
H 0.569565 2.494730 6.081161 0.0 0.0 0.0 0.323
H 0.105685 0.628260 4.006607 0.0 0.0 0.0 1.581
H -1.274543 -0.925459 4.251572 0.0 0.0 0.0 0.530
H -1.265522 -3.116423 5.337815 0.0 0.0 0.0 0.443
H 0.134447 -4.958932 4.454678 0.0 0.0 0.0 0.441
H 1.507199 -4.594775 2.428173 0.0 0.0 0.0 0.446
Cl 0.022569 -1.585654 -7.343720 0.0 0.0 0.0 -0.153
C -0.046789 -1.388926 -5.639466 0.0 0.0 0.0 0.086
C -1.057064 -2.037613 -4.917616 0.0 0.0 -0.1 -0.465
C -1.150742 -1.919288 -3.546688 0.1 0.0 0.1 0.340
Cl -2.387513 -2.735554 -2.679453 0.0 -0.1 -0.1 -0.162
C -0.229402 -1.135646 -2.846823 -0.1 -0.1 -0.2 -0.030
O -0.277483 -1.041433 -1.528833 0.1 0.1 0.0 -0.187
C 0.770462 -0.462395 -3.579275 0.1 0.1 -0.2 0.896
C 1.686415 0.391099 -2.920885 -0.2 0.0 0.4 -0.087
O 1.631002 0.710813 -1.698862 0.0 -0.2 -0.2 -0.556
C 0.865438 -0.608601 -4.980997 0.1 0.1 0.1 -1.084
H -1.776510 -2.648850 -5.447782 0.0 0.0 0.0 0.500
H 2.505608 0.835575 -3.490403 0.0 0.0 0.0 0.475
H 1.644839 -0.093693 -5.528709 0.0 0.0 0.0 0.479
C -5.222382 4.003939 -1.661623 0.0 0.0 0.0 -0.482
C -3.954351 4.556244 -1.783942 0.0 0.0 0.0 -0.812
C -2.844459 3.807620 -1.433279 0.0 0.0 0.0 -0.354
C -2.993220 2.509307 -0.938623 0.0 -0.1 0.0 0.093
C -4.273754 1.957373 -0.828813 0.0 0.0 0.0 -0.237
C -5.379468 2.704545 -1.192146 0.0 0.0 0.0 -0.891
C -1.787958 1.772676 -0.559116 0.1 0.2 -0.1 -0.560
C -1.629944 0.662011 0.177871 0.5 -0.2 0.2 0.142
C -2.569193 -0.136117 0.979298 -0.1 -0.1 -0.1 0.403
C -3.224770 0.432601 2.074641 0.0 0.0 0.0 0.054
C -4.062522 -0.343239 2.860482 0.0 0.0 0.0 -0.933
C -4.254851 -1.690693 2.565850 0.0 0.0 0.0 -0.660
C -3.608748 -2.260086 1.479738 0.0 0.0 0.0 -0.813
C -2.762594 -1.489077 0.690572 0.0 0.0 0.0 0.063
H -6.092102 4.583906 -1.941032 0.0 0.0 0.0 0.419
H -3.834044 5.564257 -2.157881 0.0 0.0 0.0 0.434
H -1.850915 4.231780 -1.534501 0.0 0.0 0.0 0.336
H -4.402168 0.943384 -0.476377 0.0 0.0 0.0 0.614
H -6.369008 2.273746 -1.115774 0.0 0.0 0.0 0.437
H -0.874205 2.237096 -0.967175 -0.1 0.0 0.0 0.294
H -3.101515 1.491191 2.277366 0.0 0.0 0.0 0.687
H -4.591947 0.107193 3.691335 0.0 0.0 0.0 0.461
H -4.921571 -2.286860 3.175496 0.0 0.0 0.0 0.455
H -3.771956 -3.302244 1.235783 0.0 0.0 0.0 0.493
H -2.293533 -1.923550 -0.185859 0.0 0.0 0.1 0.087
```
Forces are in eV/Å.

Molecular weight ... 917.4 g/mol
Net charge ... +2
ΔE to the lowest compared entry with this formula, charge and spin ... 0.3183 eV
Multiplicity ... 1
HOMO-LUMO gap ... 6.408 eV

# 4
Below is C19H33As3KN as an isolated structure at a distorted geometry, with properties calculated with wB97M-V/def2-TZVPD.

XYZ file:
```
57
Properties=species:S:1:pos:R:3:forces:R:3:mulliken_charge:R:1
K -0.793853 -0.348770 2.341888 0.0 0.2 0.8 0.735
C -4.048654 -1.500893 0.107355 0.5 0.8 0.2 -1.178
As -2.278489 -1.964963 -0.576458 0.0 -0.6 -0.3 0.289
C -2.963710 -3.095663 -2.031270 -0.8 0.0 0.9 -1.298
C -2.073056 -0.346279 -1.676770 0.8 -0.6 0.2 -1.482
C -0.647367 -0.092089 -2.277815 -0.6 1.2 0.3 3.145
C -0.718476 -0.152208 -3.805501 0.0 0.1 0.3 -2.297
C 0.412708 -1.049423 -1.793120 1.3 -1.4 -2.3 -2.420
As 1.097655 -0.810072 -0.034512 1.7 -1.5 0.6 0.812
C 2.673645 0.163129 -0.571550 4.4 -3.3 2.5 -0.912
C 1.906449 -2.686788 -0.073584 2.1 0.1 1.0 -1.374
C -0.218508 1.338345 -1.814594 1.0 0.1 0.6 -1.783
As -1.047913 2.901124 -2.658295 -0.5 -0.1 -0.4 0.207
C 0.460166 3.324777 -3.807157 -0.2 1.8 0.1 -1.116
C -0.613760 4.149591 -1.267021 0.5 1.6 0.3 -1.270
H -4.494083 -2.374313 0.527645 -0.5 -0.7 0.1 0.445
H -4.632924 -1.101004 -0.723562 -0.2 0.1 0.3 0.331
H -3.955801 -0.798371 0.956176 -0.1 0.0 -0.6 0.312
H -3.554577 -2.471024 -2.668236 -0.2 0.5 -0.6 0.388
H -3.671544 -3.822417 -1.647221 0.1 -0.3 0.3 0.442
H -2.242958 -3.612478 -2.606384 1.0 -0.4 -0.5 0.368
H -2.143484 0.400827 -0.894598 -0.9 0.5 -0.2 0.438
H -2.905660 -0.377898 -2.412809 0.6 0.6 0.5 0.548
H -1.107391 -1.124229 -4.103482 0.0 -0.1 -0.2 0.432
H 0.247349 0.003011 -4.297820 0.0 0.0 0.2 0.354
H -1.397512 0.625462 -4.131172 -0.3 0.1 -0.4 0.599
H 1.352472 -1.081851 -2.509768 -1.8 0.3 1.2 0.509
H 0.026478 -2.081323 -1.862845 0.2 0.2 0.1 0.787
H 3.500781 -0.673096 -1.054099 -2.3 3.1 1.2 0.173
H 3.159561 0.969294 0.116379 0.0 -2.6 0.8 0.183
H 2.462845 1.009972 -1.029344 -1.7 2.9 -4.5 0.326
H 2.560019 -3.020358 0.789192 -0.8 1.1 -0.4 0.338
H 2.563629 -3.046839 -0.914625 -1.0 1.0 0.1 0.401
H 1.064854 -3.308857 0.022991 -1.2 -1.0 -0.2 0.401
H 0.864632 1.356404 -2.064695 -0.6 0.5 0.2 0.511
H -0.310471 1.608181 -0.689312 0.1 -1.1 -1.6 0.324
H 0.256246 4.278389 -4.347268 0.2 -0.6 0.5 0.388
H 0.522544 2.576304 -4.542980 0.3 -1.1 -0.9 0.342
H 1.390191 3.419315 -3.242725 -0.1 -0.1 -0.1 0.298
H -1.391070 4.331995 -0.547543 -0.6 -0.3 0.3 0.368
H -0.392273 5.158799 -1.643116 -0.3 -0.2 -0.5 0.398
H 0.293349 3.968386 -0.716105 0.4 -0.7 0.3 0.407
C 0.490994 2.303428 3.607573 -0.2 -0.6 0.8 -1.375
C 1.008725 1.119130 4.148537 -2.0 0.7 0.3 0.481
C 2.123025 0.526319 3.533118 0.7 1.0 -0.8 -0.260
C 2.577467 -0.687858 3.856853 1.2 -2.6 0.2 -0.322
C 1.890934 -1.524553 4.813210 1.5 -0.1 -0.7 0.181
C 0.854511 -0.919791 5.520336 -1.2 -0.8 -0.2 -0.371
C 0.351831 0.300695 5.204388 0.4 2.0 -1.0 -0.669
C 2.292122 -2.899901 5.024156 -0.6 1.8 0.1 0.015
N 2.547554 -3.996404 5.245131 0.3 -0.8 0.0 -0.588
H -0.167141 2.883990 4.202377 -1.0 0.2 0.6 0.339
H 0.975833 2.954693 2.905471 0.7 -0.3 -0.4 0.298
H 2.611533 1.157749 2.781460 0.1 -0.4 0.2 0.276
H 3.520245 -1.078699 3.382528 -1.1 0.3 0.4 0.367
H 0.242795 -1.472333 6.214692 0.3 -0.4 0.4 0.425
H -0.532465 0.691436 5.735900 0.6 -0.1 -0.3 0.331
```
Forces are in eV/Å.

Molecular weight ... 539.3 g/mol
Net charge ... 0
Multiplicity ... 1
HOMO-LUMO gap ... 5.456 eV